1.
A cluster of 2 separate species, C4H15N3S in total, computed with ωB97M-V/def2-TZVPD.

Positions of all 23 atoms, in Å:
C: 0.864 1.048 1.880
C: 0.755 -0.762 -1.202
C: -0.564 -0.639 -0.678
C: -0.391 1.516 1.162
N: -0.304 2.295 0.113
N: 0.881 -1.701 -2.618
N: -1.599 1.250 1.762
S: -1.177 -1.816 0.520
H: 0.681 0.020 2.163
H: 1.616 1.132 1.171
H: 0.841 1.739 2.667
H: 1.040 0.181 -1.743
H: 1.463 -0.851 -0.296
H: -1.523 -0.452 -1.173
H: -1.125 2.651 -0.293
H: 0.638 2.716 -0.267
H: 1.857 -1.968 -2.953
H: 0.428 -1.318 -3.466
H: 0.566 -2.721 -2.417
H: -0.345 -1.542 1.530
H: -1.569 0.474 2.433
H: -2.506 1.670 1.428
H: -0.527 -2.923 0.277

LUMO level (spin up / spin down) in eV: -6.62 / -9.68
Kohn-Sham gap (spin up / spin down) in eV: 5.0 / 9.2
⟨S²⟩: 2.01
Charge: +2
Spin multiplicity: 3

natural (NBO) population analysis, charges in e, atoms 1 to 2: -0.655 -0.450



2.
The ion CBrClFO2S with charge -1, computed with ωB97M-V/def2-TZVPD.

Positions of all 7 atoms, in Å:
C: -0.554 0.345 0.299
O: 1.988 -0.725 0.557
O: 1.014 -0.486 -1.738
F: -0.827 0.213 1.733
S: 0.891 -1.033 -0.340
Cl: -0.386 2.068 0.059
Br: -2.125 -0.382 -0.570

LUMO level in eV: 3.27
Kohn-Sham gap in eV: 7.6
ΔE to the lowest compared entry with this formula, charge and spin in eV: 0.0006
Charge: -1

natural (NBO) population analysis, charges in e, atoms 1 to 2: -0.048 -0.994



3.
A cluster of 11 separate species, H22O11 in total, computed with ωB97M-V/def2-TZVPD.

Positions of all 33 atoms, in Å:
O: -0.005 -0.834 0.334
H: 0.037 -1.566 -0.292
H: 0.487 -0.127 -0.098
O: 4.084 0.475 1.124
H: 4.149 -0.462 0.907
H: 4.051 0.491 2.087
O: 0.773 -0.037 -2.761
H: 0.721 0.415 -1.912
H: 0.943 -0.957 -2.528
O: 2.720 -1.562 -1.227
H: 3.451 -1.585 -1.854
H: 2.803 -2.390 -0.739
O: -2.674 -3.101 1.235
H: -2.296 -3.270 2.106
H: -2.211 -3.716 0.656
O: -1.962 1.820 -2.264
H: -2.163 1.707 -3.200
H: -2.756 2.230 -1.901
O: 2.874 1.016 -1.930
H: 2.188 1.295 -1.313
H: 2.941 0.064 -1.792
O: -3.457 -0.386 0.827
H: -2.813 -0.678 1.483
H: -4.306 -0.656 1.195
O: -4.549 1.926 -0.216
H: -3.746 1.411 -0.351
H: -5.260 1.321 -0.457
O: 2.187 2.667 0.584
H: 1.511 1.981 0.582
H: 2.447 2.738 1.509
O: 0.148 0.248 3.309
H: -0.637 -0.104 2.874
H: 0.319 -0.377 4.023

LUMO level in eV: -0.32
Kohn-Sham gap in eV: 9.3
ΔE to the lowest compared entry with this formula, charge and spin in eV: 3.5958
SMILES: O.O.O.O.O.O.O.O.O.O.O
Charge: 0

natural (NBO) population analysis, charges in e, atoms 1 to 2: -0.928 0.468



4.
The ion C8H15N6O with charge +1, computed with ωB97M-V/def2-TZVPD.

Positions of all 30 atoms, in Å:
C: 1.279 -2.319 -0.721
C: 1.475 -0.870 -0.879
C: 2.581 -0.191 -1.397
N: 2.213 1.103 -1.514
C: 3.121 2.114 -1.850
N: 0.960 1.272 -1.195
C: 0.418 0.071 -0.939
O: -0.878 0.022 -0.607
N: -1.335 0.546 0.800
C: -0.184 0.937 1.544
N: -2.030 1.804 0.568
N: -3.186 1.713 0.970
N: -3.517 0.554 1.433
C: -2.289 -0.367 1.393
C: -2.492 -1.690 0.679
H: 2.125 -2.828 -1.267
H: 1.555 -2.609 0.287
H: 0.230 -2.767 -1.038
H: 3.580 -0.445 -1.501
H: 4.090 1.733 -2.269
H: 2.750 2.845 -2.525
H: 3.238 2.686 -0.952
H: 0.226 0.040 1.933
H: 0.637 1.449 0.878
H: -0.379 1.497 2.415
H: -4.466 0.305 1.691
H: -2.002 -0.504 2.378
H: -3.251 -1.587 -0.060
H: -2.955 -2.429 1.415
H: -1.514 -2.087 0.328

LUMO level in eV: -3.97
Kohn-Sham gap in eV: 8.6
ΔE to the lowest compared entry with this formula, charge and spin in eV: 2.9131
SMILES: Cc1cn(C)nc1O[N@@+]1(C)N=NN[C@H]1C
Charge: +1

natural (NBO) population analysis, charges in e, atoms 1 to 2: -0.660 -0.107